{"formula": "C4H7Cl3Si", "method": "ωB97M-V with the def2-TZVPD basis set", "e_homo_ev": [-7.7, -7.9], "de_lowest_kj_mol": 240.1, "orbital_gap_ev": [7.218, 6.969], "fmax_ev_per_a": 2.242, "total_energy_ev": -49707.105, "symbols": ["C", "C", "C", "C", "Si", "Cl", "Cl", "Cl", "H", "H", "H", "H", "H", "H", "H"], "coordinates": [[0.89675, 1.58957, -1.46411], [0.85119, 0.41656, -0.82689], [-0.66608, -1.73219, -0.77678], [-0.43104, -0.24058, -0.65081], [-0.27865, 0.40142, 2.28633], [-1.47924, -1.15760, 2.82576], [1.55241, -0.15476, 2.96582], [-0.75238, 2.35097, 2.83365], [1.80455, 2.11176, -1.63595], [0.02903, 2.13504, -1.64022], [1.83563, 0.09694, -0.48730], [-1.36967, -2.04862, -0.07081], [-1.08379, -2.12180, -1.73672], [0.33922, -2.10924, -0.56171], [-1.24792, 0.46254, -1.06026]], "mulliken_charge": [-0.9753, 0.1513, -0.9944, -0.0749, 0.6692, -0.2343, -0.2191, -0.2211, 0.2693, 0.2842, 0.3007, 0.2653, 0.3098, 0.3099, 0.1595]}